w.
This record from the Open Molecules 2025 dataset describes a cluster of 2 separate species, C2H7N3 in total. The level of theory is the ωB97M-V functional and the def2-TZVPD basis.

HOMO level (alpha / beta) in Ha: -0.532 / -0.531

ORCA input file:
```
! wB97M-V def2-TZVPD RIJCOSX def2/J DEFGRID3
* xyz 1 2
C -1.06917 1.62605 -1.61656
N -0.52816 1.27252 -0.53600
H -1.42964 0.84927 -2.28045
H -1.17745 2.65552 -1.92438
H -0.23387 2.00789 0.09810
N -0.26944 -1.27323 1.02373
C 0.98553 -1.62134 0.76633
N 1.99550 -0.79418 0.88379
H -0.38519 -0.24520 0.91675
H -0.99458 -1.71736 0.45860
H 1.17172 -2.66694 0.57201
H 1.93476 -0.09301 1.63808
*
```

***

x.
This record from the Open Molecules 2025 dataset describes a cluster of 2 separate species, C2H7N3 in total. The level of theory is the ωB97M-V functional and the def2-TZVPD basis.

HOMO level (alpha / beta) in Ha: -0.501 / -0.497

ORCA input file:
```
! wB97M-V def2-TZVPD RIJCOSX def2/J DEFGRID3
* xyz 1 2
C 0.32212 -1.95282 0.09288
N 0.00084 -2.84160 -0.68202
H -0.45307 -1.54676 0.74570
H 1.34689 -1.62192 0.31042
H 0.64081 -3.41071 -1.25267
N -0.18539 2.48838 0.37750
C -0.44015 1.16891 0.39008
N -0.52114 0.40685 -0.64047
H 0.24328 2.82866 -0.46874
H 0.10049 2.87349 1.25954
H -0.42593 0.68964 1.37450
H -0.62874 0.91788 -1.50673
*
```

***

The energy of each structure relative to the most stable one, in hartree, is as follows: w 0.0000; x 0.0190.

***

w.
This record from the Open Molecules 2025 dataset describes a cluster of 2 separate species, C2H10N2S2 in total. The level of theory is the ωB97M-V functional and the def2-TZVPD basis.

HOMO level in Ha: -0.334

ORCA input file:
```
! wB97M-V def2-TZVPD RIJCOSX def2/J DEFGRID3
* xyz 0 1
C 1.89793 1.92670 0.54099
S 0.36715 1.23659 1.24608
S 1.13674 -0.65896 1.86839
H 2.51826 2.34729 1.33272
H 1.68471 2.75039 -0.13810
H 2.47355 1.15303 0.04049
H 0.86464 -1.19063 0.67313
N -1.15390 0.04541 -1.48953
C -1.19144 -1.13880 -2.36195
N -2.52412 -1.73536 -2.45620
H -1.79464 -0.36369 -0.80422
H -0.25938 0.07553 -1.00560
H -0.86690 -0.91816 -3.39702
H -0.42735 -1.92712 -2.21808
H -3.14002 -1.17952 -1.88456
H -2.95150 -1.68438 -3.37454
*
```

***

x.
This record from the Open Molecules 2025 dataset describes a cluster of 2 separate species, C2H10N2S2 in total. The level of theory is the ωB97M-V functional and the def2-TZVPD basis.

HOMO level in Ha: -0.326

ORCA input file:
```
! wB97M-V def2-TZVPD RIJCOSX def2/J DEFGRID3
* xyz 0 1
C -0.47086 -1.24292 -0.17002
S -0.39953 -0.78733 -1.86159
S 0.68832 -2.46847 -2.54716
H -1.39969 -0.77048 0.36872
H -0.49715 -2.30767 0.07159
H 0.41236 -0.78486 0.16189
H -0.15139 -3.10536 -3.34595
N -0.00104 1.35637 3.22793
C 0.43172 2.79552 2.94299
N -0.51959 3.60139 2.40093
H -0.27936 1.31307 4.22259
H 0.81849 0.75129 3.13975
H 1.19232 2.66982 2.19838
H 1.03852 3.43581 3.81316
H -1.42564 3.03482 2.43413
H -0.44986 3.83641 1.43579
*
```

***

The energy of each structure relative to the most stable one, in hartree, is as follows: w 0.0000; x 0.0242.

***

w.
This record from the Open Molecules 2025 dataset describes a cluster of 4 separate species, C16H24O12 in total. The level of theory is the ωB97M-V functional and the def2-TZVPD basis.

HOMO level in Ha: -0.380

ORCA input file:
```
! wB97M-V def2-TZVPD RIJCOSX def2/J DEFGRID3
* xyz 0 1
C 33.13900 -1.49200 37.28100
C 32.96500 -2.99400 37.73700
C 33.34700 -3.11300 39.20000
O 32.00900 -3.19200 39.80300
C 31.05900 -3.13900 39.00900
O 29.90500 -3.05900 39.27600
O 31.51600 -3.23800 37.76900
H 32.59700 -0.90100 37.96300
H 32.85400 -1.29500 36.17200
H 34.27900 -1.19800 37.02900
H 33.47900 -3.76000 37.20200
H 33.85000 -2.37500 39.48200
H 33.81200 -4.07300 39.38600
C 39.58000 4.49500 38.04300
C 38.99500 4.55000 36.70300
C 38.31900 5.85700 36.33700
O 39.16800 6.40700 35.35100
C 40.10700 5.58400 34.98300
O 40.82800 5.77700 34.13000
O 40.05000 4.59100 35.78800
H 40.54700 3.75000 37.92500
H 38.86200 3.75000 38.72100
H 39.86600 5.42000 38.53400
H 38.46800 3.71600 36.40100
H 38.28000 6.42700 37.34300
H 37.18000 5.64000 36.13300
C 39.58100 0.90000 38.91200
C 38.70200 -0.10000 39.81000
C 37.29300 0.42600 40.23100
O 36.40200 -0.33600 39.56900
C 37.00600 -1.30200 38.92000
O 36.34500 -2.25400 38.51200
O 38.34600 -1.10500 38.90300
H 40.33800 0.23200 38.50800
H 40.08800 1.66100 39.62700
H 39.01700 1.40100 38.15600
H 39.15100 -0.49500 40.71500
H 37.17900 1.58500 40.23700
H 37.26300 0.15400 41.38000
C 32.50800 3.51600 36.07100
C 33.83200 4.14000 36.39600
C 33.78900 5.14600 37.48600
O 35.04200 5.04000 38.07500
C 35.44100 3.78400 37.91000
O 36.39500 3.33900 38.55200
O 34.74200 3.20000 37.00200
H 32.02500 3.03800 36.91400
H 32.62600 2.54500 35.31200
H 31.77600 4.18900 35.54000
H 34.51500 4.45900 35.64800
H 33.13300 4.90200 38.32200
H 33.43900 5.96600 36.98400
*
```

***

x.
This record from the Open Molecules 2025 dataset describes a cluster of 4 separate species, C16H24O12 in total. The level of theory is the ωB97M-V functional and the def2-TZVPD basis.

HOMO level in Ha: -0.395

ORCA input file:
```
! wB97M-V def2-TZVPD RIJCOSX def2/J DEFGRID3
* xyz 0 1
C -7.94337 1.38875 4.97124
C -8.14685 0.15824 4.21072
C -7.62928 -1.16055 4.90008
O -8.71536 -1.97698 4.55533
C -9.80754 -1.27471 4.05493
O -10.82922 -1.78291 3.67113
O -9.54675 -0.03184 3.98284
H -6.96410 1.42481 5.44853
H -8.59867 1.58706 5.81938
H -7.85387 2.27407 4.34170
H -7.87309 0.18503 3.15600
H -7.77680 -1.09205 5.97788
H -6.66482 -1.55900 4.58520
C 9.88541 6.14118 -0.58182
C 9.97311 7.56353 -1.22625
C 10.98319 8.41669 -0.49437
O 11.95004 8.78747 -1.45396
C 11.66312 8.28577 -2.61734
O 12.27997 8.40703 -3.67802
O 10.47721 7.68800 -2.55443
H 10.74049 5.98040 0.07476
H 9.84594 5.30830 -1.28384
H 8.99753 6.11398 0.04986
H 9.00811 8.07000 -1.24530
H 11.40745 7.88929 0.36001
H 10.62923 9.35630 -0.07014
C 3.11146 -0.11578 0.74152
C 1.89200 -0.26404 -0.03570
C 1.14363 -1.53004 0.04676
O -0.23584 -1.06501 0.03301
C -0.36126 0.22015 0.26132
O -1.41158 0.87206 0.26150
O 0.86293 0.77271 0.17561
H 2.87476 -0.31777 1.78616
H 3.49838 0.90283 0.71245
H 3.83210 -0.87987 0.45004
H 2.13180 -0.21370 -1.09780
H 1.45054 -2.08165 0.93537
H 1.35520 -2.13546 -0.83460
C -5.24943 -6.44171 -3.36139
C -4.21336 -7.47770 -3.79613
C -3.21042 -6.96998 -4.86927
O -2.05511 -6.74317 -4.10312
C -2.14047 -7.32668 -2.89992
O -1.35325 -7.16040 -1.94604
O -3.42696 -7.62683 -2.66110
H -4.72853 -5.55409 -3.00239
H -5.77648 -6.86182 -2.50475
H -5.91570 -6.18578 -4.18521
H -4.79913 -8.33302 -4.13287
H -3.62222 -6.01152 -5.18535
H -3.14420 -7.61967 -5.74197
*
```

***

The energy of each structure relative to the most stable one, in hartree, is as follows: w 0.0928; x 0.0000.

***

w.
This record from the Open Molecules 2025 dataset describes a cluster of 2 separate species, C3H8OS2 in total. The level of theory is the ωB97M-V functional and the def2-TZVPD basis.

HOMO level in Ha: -0.286

ORCA input file:
```
! wB97M-V def2-TZVPD RIJCOSX def2/J DEFGRID3
* xyz 0 1
S -1.15089 -0.79658 -2.30793
S -0.03735 0.83035 -2.64112
C -0.95582 -1.07099 -0.56306
C 0.89591 0.64706 -1.07350
C 0.00000 0.00000 0.00000
H -0.53470 -2.07291 -0.35268
H -1.90928 -0.98321 -0.00749
H 1.34366 1.53038 -0.57881
H 1.71227 -0.07007 -1.28505
H 0.60161 -0.39202 0.84251
H -0.64059 0.81264 0.39333
O 2.46156 -2.61975 -7.81193
H 2.45526 -2.24361 -6.90268
H 1.51536 -2.80161 -8.01168
*
```

***

x.
This record from the Open Molecules 2025 dataset describes a cluster of 2 separate species, C3H8OS2 in total. The level of theory is the ωB97M-V functional and the def2-TZVPD basis.

HOMO level in Ha: -0.336

ORCA input file:
```
! wB97M-V def2-TZVPD RIJCOSX def2/J DEFGRID3
* xyz 0 1
C 0.70746 0.77273 2.95282
S 1.76307 0.46190 1.52057
S 0.44260 -0.48052 0.19459
H 1.28033 0.44453 3.81502
H 0.47612 1.84090 3.08066
H -0.26245 0.33871 2.71286
H 0.12230 0.48467 -0.69058
O -2.58992 0.21106 -1.55436
C -1.77338 -0.60544 -1.88420
C -0.86733 -0.47978 -3.08123
H -1.62846 -1.50330 -1.24803
H -0.88998 0.58611 -3.33198
H 0.08771 -0.98014 -2.99315
H -1.45823 -0.85679 -3.93380
*
```

***

The energy of each structure relative to the most stable one, in hartree, is as follows: w 0.0000; x 0.0177.

***

w.
This record from the Open Molecules 2025 dataset describes a cluster of 2 separate species, C3H8OS2 in total. The level of theory is the ωB97M-V functional and the def2-TZVPD basis.

HOMO level in Ha: -0.343

ORCA input file:
```
! wB97M-V def2-TZVPD RIJCOSX def2/J DEFGRID3
* xyz 0 1
C -0.60091 0.23324 0.12064
C 0.52935 -0.13213 1.14624
O -0.02538 -0.86989 2.25245
C -0.08278 0.98341 -1.18248
S -1.56827 1.62245 -2.13632
S 1.80356 -2.98823 0.85275
H -1.29833 0.80351 0.76813
H -1.13507 -0.59891 -0.33795
H 1.15041 -1.01152 0.89746
H 1.14656 0.68150 1.40866
H 0.36505 -1.83424 2.02440
H 0.56214 0.21496 -1.58906
H 0.45534 1.92363 -1.02983
H -1.30164 0.97223 -3.19510
*
```

***

x.
This record from the Open Molecules 2025 dataset describes a cluster of 2 separate species, C3H8OS2 in total. The level of theory is the ωB97M-V functional and the def2-TZVPD basis.

HOMO level in Ha: -0.335

ORCA input file:
```
! wB97M-V def2-TZVPD RIJCOSX def2/J DEFGRID3
* xyz 0 1
C -4.05309 -1.80335 0.76622
S -2.78668 -0.49997 0.85460
S -1.82312 -1.52643 2.27951
H -4.10036 -2.62319 1.47599
H -3.92085 -2.32357 -0.31279
H -4.99912 -1.21874 0.74338
H -2.45936 -0.83796 3.23894
C 3.86370 1.66882 -2.08529
C 3.42228 1.78179 -0.81141
O 2.73190 0.84110 -0.05100
H 4.80267 2.23376 -2.26097
H 3.71077 0.78686 -2.75077
H 3.76590 2.72413 -0.59184
H 1.84535 0.79676 -0.49458
*
```

***

The energy of each structure relative to the most stable one, in hartree, is as follows: w 0.0936; x 0.0000.